[1]
{
  "formula": "C57H48N9SZr",
  "method": "ωB97M-V/def2-TZVPD",
  "species": ["C", "C", "C", "H", "N", "H", "C", "C", "C", "C", "C", "C", "Zr", "H", "H", "H", "H", "C", "C", "H", "H", "H", "H", "C", "H", "H", "H", "C", "H", "C", "C", "N", "C", "C", "C", "C", "C", "C", "C", "H", "N", "H", "C", "H", "H", "H", "C", "C", "H", "C", "H", "H", "H", "H", "C", "C", "H", "C", "C", "C", "N", "C", "H", "H", "S", "C", "H", "C", "C", "C", "C", "H", "C", "H", "H", "C", "C", "C", "C", "C", "H", "C", "C", "C", "N", "H", "H", "C", "H", "H", "N", "N", "N", "H", "H", "H", "C", "H", "N", "C", "C", "H", "C", "C", "H", "H", "H", "H", "C", "C", "C", "C", "H", "H", "H", "C"],
  "coordinates": [[2.498, 3.397, -2.203], [-2.077, 3.730, -1.258], [-2.631, -0.084, -4.212], [-2.432, -1.020, -0.750], [0.645, 1.529, 1.544], [5.778, 0.386, -0.426], [-2.732, 0.775, 1.658], [-1.568, -2.251, 3.003], [1.747, 2.482, 1.266], [-1.710, 0.326, -3.259], [0.605, 0.990, 2.923], [-4.873, -0.218, 2.540], [0.514, -0.134, -0.150], [2.929, -3.386, 5.174], [-0.226, 2.031, 1.376], [3.281, -5.421, 3.809], [-0.876, -5.447, 2.091], [2.629, -4.485, -2.691], [1.989, -2.354, 3.517], [-3.703, -2.734, -1.876], [3.105, 4.082, -5.418], [0.070, -4.047, -3.458], [-4.519, 6.559, -2.312], [2.603, -3.430, 4.143], [-2.284, -0.492, -5.154], [-1.617, -4.633, -0.109], [3.983, -3.129, -6.034], [1.951, 2.592, -0.220], [-3.300, -2.756, 0.629], [1.785, -3.537, 1.413], [2.403, -4.608, 2.025], [3.302, -0.869, -1.906], [-2.511, 4.686, -0.337], [-1.118, 1.359, -1.064], [-3.836, 5.773, -2.016], [2.913, 4.145, -3.298], [1.998, 2.100, -2.329], [-2.125, 0.871, -2.044], [2.798, -4.559, 3.370], [-2.457, -4.089, -3.507], [-0.493, -1.733, -1.049], [1.477, -3.565, 0.376], [-1.631, -3.994, 0.766], [-4.263, 2.932, 1.457], [-2.177, 3.123, -3.316], [3.300, 5.149, -3.193], [1.567, -2.306, -2.159], [2.382, -3.166, -3.053], [5.603, -0.098, -2.064], [-2.045, -0.343, 1.580], [1.150, 1.627, 3.622], [-1.040, -3.971, 4.087], [-2.290, 1.724, 1.363], [2.663, 2.083, 1.701], [3.374, -5.310, -3.521], [-3.991, 0.013, -3.956], [-4.376, -1.169, 2.690], [-2.205, -2.625, 0.582], [1.567, -2.405, 2.188], [1.894, 1.498, -3.579], [0.996, -1.182, 1.855], [-3.497, 0.970, -1.802], [4.434, -5.468, -5.378], [-0.650, 0.236, -3.465], [3.284, -0.153, 0.649], [1.100, -0.422, 2.917], [-0.441, 0.966, 3.236], [-3.391, 5.692, -0.704], [-4.157, 0.868, 2.038], [3.859, -4.824, -4.725], [-1.239, -4.436, 1.959], [-6.652, 3.167, 2.022], [-6.860, 1.133, 2.672], [-5.479, 0.623, -2.531], [3.570, -6.334, -3.228], [2.799, 3.540, -4.533], [-3.388, 4.848, -2.949], [3.606, -3.509, -5.094], [-1.945, -3.509, -2.751], [-0.499, -3.454, -2.757], [1.530, 0.485, -3.678], [-4.420, 0.535, -2.741], [2.297, 2.236, -4.671], [-6.214, -0.084, 2.856], [1.673, -1.072, 3.952], [-3.847, 1.406, -0.874], [2.594, -5.511, 1.459], [2.878, -2.679, -4.258], [-3.722, 6.416, 0.029], [-7.909, 1.232, 2.918], [2.028, -1.256, -1.556], [1.671, 1.624, -1.066], [2.448, 3.678, -0.845], [-0.424, 3.107, -0.089], [2.750, 4.527, -0.399], [2.230, 1.804, -5.661], [-4.810, 2.086, 1.859], [2.703, -1.646, -4.530], [5.172, 0.213, -1.207], [-2.518, 3.835, -2.576], [-1.150, 2.672, -0.780], [-1.559, -1.600, 3.869], [0.143, -2.582, -1.948], [-1.280, -3.557, 3.116], [1.875, -0.680, 4.855], [2.237, -4.869, -1.755], [1.529, 3.461, 1.702], [-2.156, 4.634, 0.689], [-1.918, -1.665, 1.713], [-1.931, -1.986, -0.796], [-6.155, 2.217, 2.172], [3.940, -0.300, -0.931], [-4.712, -0.312, -4.695], [-3.718, 4.916, -3.978], [-6.761, -0.932, 3.248], [-2.620, -2.779, -1.866]],
  "atomic_forces_ev_per_a": [[-0.026, -0.067, -0.026], [-0.026, 0.052, 0.051], [0.035, -0.015, -0.008], [-0.016, 0.048, 0.028], [-0.230, 0.296, 0.289], [0.018, 0.014, -0.004], [0.143, 0.132, -0.002], [-0.005, 0.048, 0.032], [-0.064, 0.020, -0.137], [-0.035, -0.034, 0.031], [-0.021, -0.010, -0.110], [0.003, -0.009, 0.012], [1.375, -0.511, -0.600], [-0.009, -0.003, -0.003], [-0.039, -0.085, 0.028], [-0.004, 0.004, 0.002], [-0.001, 0.004, -0.019], [-0.017, 0.008, 0.031], [-0.056, 0.026, -0.102], [0.005, -0.016, 0.003], [-0.001, 0.002, 0.006], [-0.011, 0.009, 0.000], [0.002, -0.002, 0.002], [0.033, -0.045, 0.026], [-0.003, 0.006, 0.004], [0.022, -0.010, 0.003], [-0.004, 0.003, 0.006], [-0.013, -0.142, -0.033], [-0.011, 0.003, -0.079], [0.025, -0.004, 0.009], [-0.021, -0.004, -0.049], [0.204, 0.006, 0.000], [0.004, -0.032, -0.015], [0.110, 0.087, 0.126], [-0.001, -0.003, 0.020], [0.011, 0.021, 0.003], [-0.017, 0.065, 0.027], [0.007, -0.021, -0.083], [0.013, 0.026, 0.049], [-0.002, -0.001, 0.015], [-0.327, -0.387, 0.150], [-0.012, -0.018, -0.001], [-0.023, 0.032, -0.021], [-0.002, -0.012, 0.000], [-0.002, 0.004, -0.001], [-0.005, -0.008, -0.004], [-0.128, 0.029, 0.081], [0.016, -0.025, -0.004], [0.003, -0.013, 0.001], [-0.402, -0.131, -0.174], [0.099, -0.070, 0.016], [-0.014, 0.014, 0.005], [-0.010, -0.032, 0.022], [0.030, 0.014, 0.014], [0.021, -0.013, -0.022], [-0.018, 0.012, 0.015], [-0.002, 0.009, -0.004], [0.031, 0.062, -0.028], [0.034, 0.025, 0.037], [0.009, 0.022, -0.013], [-0.237, 0.162, 0.304], [-0.002, -0.059, 0.023], [-0.003, -0.001, 0.004], [-0.022, -0.006, 0.005], [0.167, -0.070, 0.413], [0.044, -0.069, -0.019], [-0.008, 0.075, 0.033], [-0.009, 0.025, -0.012], [-0.045, 0.012, -0.027], [-0.013, -0.008, 0.011], [0.024, -0.077, -0.031], [0.003, -0.004, 0.001], [0.003, 0.001, 0.001], [0.009, -0.003, -0.003], [-0.003, 0.005, -0.002], [0.009, 0.025, 0.000], [0.012, -0.005, -0.012], [0.008, 0.017, -0.009], [-0.025, 0.021, -0.009], [0.010, -0.090, 0.096], [0.017, 0.002, -0.015], [-0.012, -0.007, -0.018], [-0.016, -0.053, 0.010], [-0.008, -0.004, 0.002], [0.001, 0.030, 0.044], [0.008, -0.007, 0.030], [-0.003, 0.011, -0.006], [0.010, 0.002, 0.016], [0.000, -0.003, -0.004], [0.004, 0.000, -0.002], [-0.791, -0.014, -0.437], [-0.006, 0.428, 0.244], [0.030, 0.063, 0.055], [0.016, 0.010, 0.022], [-0.018, 0.010, -0.005], [-0.001, -0.003, 0.007], [0.007, -0.016, -0.013], [0.003, 0.002, -0.008], [-0.027, -0.020, 0.076], [0.026, 0.036, -0.010], [-0.102, -0.007, -0.100], [0.005, -0.002, -0.004], [0.064, 0.131, -0.144], [0.008, 0.048, 0.046], [0.008, 0.004, 0.003], [-0.002, 0.010, -0.007], [0.026, 0.016, -0.026], [0.002, -0.001, -0.005], [0.097, -0.052, 0.269], [0.038, 0.011, -0.079], [-0.008, -0.002, 0.000], [-0.006, 0.063, -0.254], [0.004, 0.001, 0.006], [0.001, -0.001, 0.002], [0.004, 0.002, -0.001], [0.022, -0.023, -0.061]],
  "orbital_gap_ev": 6.801,
  "homo_ev": -9.5050,
  "e_tot_ha": -3138.828686,
  "charge": 1
}


[2]
{
  "formula": "C20H60N10O10",
  "method": "ωB97M-V/def2-TZVPD",
  "species": ["H", "H", "H", "H", "H", "H", "H", "C", "H", "H", "C", "H", "O", "H", "C", "H", "C", "H", "O", "H", "N", "H", "H", "H", "H", "N", "C", "H", "H", "C", "H", "H", "C", "H", "O", "H", "H", "H", "N", "O", "C", "H", "O", "N", "H", "H", "H", "C", "C", "N", "H", "H", "H", "H", "N", "H", "N", "H", "N", "H", "O", "C", "C", "H", "C", "H", "H", "H", "H", "C", "C", "H", "H", "H", "H", "H", "H", "H", "O", "C", "H", "H", "H", "H", "O", "C", "O", "H", "N", "C", "H", "C", "H", "O", "H", "H", "N", "H", "H", "C"],
  "coordinates": [[-5.335, -0.366, -4.068], [2.620, -3.286, 1.562], [-3.111, 0.336, 2.018], [5.630, 2.860, 0.251], [-0.961, 0.385, -1.853], [0.717, 2.002, 5.006], [-3.654, 0.789, -2.657], [-3.522, 1.333, 1.858], [-0.131, -5.226, -1.373], [-1.776, -2.033, -0.336], [-3.142, 3.321, -2.187], [-3.229, -2.854, -2.741], [1.284, -2.173, -2.749], [-4.587, 4.655, -2.012], [-0.420, -3.708, 0.222], [-1.012, 1.087, 5.251], [-0.819, -4.471, -0.993], [-0.376, 3.162, 0.459], [0.794, -3.034, -0.190], [1.794, 6.451, -0.243], [2.538, -2.579, 2.279], [-2.333, -2.919, -4.140], [-4.779, -1.924, -4.664], [2.036, -0.200, -0.409], [4.119, -2.190, 4.765], [0.013, 0.350, -1.588], [3.338, -1.131, -2.018], [-4.809, 0.566, 3.866], [4.393, -1.027, -2.272], [2.682, -2.120, -2.951], [2.778, -4.137, -3.586], [4.559, -0.123, 0.176], [5.083, 0.773, -0.154], [-1.581, -2.059, -2.762], [-5.458, 1.089, 3.391], [3.047, -4.038, -1.833], [-5.295, -1.810, -2.998], [2.768, -1.801, -3.990], [1.291, 1.316, 4.538], [4.249, -3.778, 2.860], [3.246, -3.557, -2.791], [-1.504, 2.253, -2.018], [0.824, -0.631, 3.424], [3.334, -2.209, 4.130], [4.016, 1.109, 2.144], [2.826, -0.169, -1.997], [3.635, 2.523, -1.063], [-3.327, -0.954, -3.594], [0.586, 0.310, 4.169], [-0.584, 0.353, 4.704], [5.654, 1.878, 2.316], [-6.487, -0.095, 1.495], [5.187, 0.734, -1.239], [-0.243, -4.337, 1.094], [-3.637, 4.427, -1.753], [-2.105, -2.723, 1.299], [-1.929, 3.152, -1.840], [0.899, -2.351, 0.476], [0.315, 3.864, 0.680], [4.196, 2.872, 2.225], [3.629, 2.609, -0.107], [3.426, -2.941, 3.110], [0.467, 5.006, 0.054], [-1.719, -5.076, -0.888], [-1.343, -2.487, 0.555], [2.284, 5.178, 0.896], [1.801, -1.986, 2.631], [6.112, 0.473, 0.044], [-1.175, -3.832, -1.801], [-2.511, -2.251, -3.297], [4.659, 1.948, 1.877], [2.596, -1.545, 4.317], [-0.837, -1.647, 1.031], [1.248, 3.481, 0.723], [-2.946, 2.032, 2.465], [1.035, -2.656, -1.957], [-1.181, -0.382, 4.352], [-1.470, 3.806, -1.222], [-0.670, 1.148, 0.390], [4.805, 2.164, 0.403], [0.523, -0.431, -1.976], [-5.426, 2.253, 1.700], [-2.925, -0.565, -4.530], [-4.685, -0.693, 1.335], [-3.231, -0.054, -2.477], [-4.786, -1.267, -3.794], [-0.429, 5.458, -0.729], [-3.180, 1.639, 0.870], [1.283, 0.191, 0.139], [-5.030, 1.293, 2.031], [1.377, 0.445, 1.113], [0.169, 0.634, -0.303], [4.329, -3.591, -2.906], [-3.785, 2.568, -2.857], [3.498, -1.567, -1.031], [2.177, 1.509, 4.092], [1.618, 5.592, 0.259], [-3.112, 5.212, -1.394], [-5.445, 0.341, 0.117], [-5.458, 0.057, 1.170]],
  "atomic_forces_ev_per_a": [[-0.178, -0.072, 0.072], [-1.541, 0.455, -0.839], [0.197, -0.033, 0.101], [0.152, -0.001, -0.364], [0.101, -0.288, -0.226], [1.184, 0.515, -0.111], [-1.028, 1.336, -0.314], [0.885, 0.513, 0.315], [0.598, 0.477, 0.175], [-0.216, -0.346, -0.119], [1.878, 2.550, 1.982], [0.436, -0.113, 0.808], [-0.999, 0.877, -0.669], [0.098, -0.055, 0.011], [0.031, 2.197, -0.405], [0.299, -0.186, -0.158], [-1.753, -1.206, -0.843], [-0.190, 0.156, -0.073], [0.376, -0.639, 0.390], [0.201, -0.215, 0.287], [-3.332, -0.072, -5.088], [0.218, 0.710, -0.500], [-0.259, -0.036, -0.149], [-0.191, 0.196, 0.326], [-0.294, -0.190, 0.117], [-1.747, 0.288, -2.873], [0.929, -0.681, -0.066], [0.116, -0.100, -0.090], [-0.074, 0.493, -0.591], [0.118, -1.235, 0.590], [0.166, -0.267, 0.096], [-0.777, 0.674, 0.305], [2.483, -0.496, -1.204], [-0.158, -0.024, -0.076], [0.118, 0.487, -0.602], [-0.355, 0.354, 0.138], [0.380, 0.258, 0.276], [0.318, 0.025, 0.006], [3.159, 2.883, 0.448], [2.028, -1.891, -0.032], [0.097, 0.577, -0.659], [0.262, 0.383, 0.056], [1.621, -0.624, -1.073], [1.614, 3.553, 7.820], [0.150, -0.118, -0.114], [0.281, 0.047, -0.144], [0.002, 0.050, -0.111], [1.050, -1.450, 0.854], [-0.704, -1.831, -1.272], [-5.254, -1.076, 1.457], [-0.196, -0.260, 0.219], [0.158, -0.989, -0.255], [-0.705, 0.320, -0.309], [0.063, -0.005, 0.010], [-3.395, 3.750, 0.770], [-0.412, -0.257, -0.334], [3.783, -2.328, 0.435], [0.517, 0.315, -0.104], [1.107, -2.443, 1.500], [-0.030, 0.065, 0.628], [-2.469, 1.500, -0.683], [2.096, -1.424, -0.780], [-3.830, 1.536, -3.240], [-0.238, -0.080, 0.813], [-0.447, -0.727, 0.495], [0.051, 0.467, -0.270], [-0.533, -0.250, -0.937], [0.362, 0.216, 0.629], [0.761, 0.291, -0.026], [-1.202, 0.433, 0.394], [-0.157, 1.390, 0.630], [0.143, -0.250, -0.369], [0.641, -0.185, 0.130], [-0.138, -1.021, 0.680], [-0.350, 0.081, 0.587], [0.333, -0.323, 0.691], [-0.232, 0.240, 0.380], [0.397, 0.537, -0.031], [-1.936, 1.743, 1.301], [1.197, -3.070, 0.696], [0.135, -0.267, -0.340], [-0.496, -0.220, 0.053], [-0.018, 0.948, 0.024], [-0.744, -0.498, 0.111], [1.187, -1.208, -0.537], [-0.701, 0.055, -1.032], [1.035, -0.410, 1.167], [-0.460, -0.273, -0.378], [3.593, -0.685, 3.257], [1.046, -1.055, -0.284], [0.841, -0.497, 0.106], [-0.993, -0.888, -1.348], [0.038, 0.094, -0.228], [-2.998, -4.650, -3.245], [-0.806, -0.024, 0.394], [-0.194, 0.310, 0.309], [1.686, 1.467, 0.071], [0.462, -0.354, -0.012], [-0.041, -0.098, -0.135], [-0.407, 2.171, 0.531]],
  "orbital_gap_ev": [9.286, 2.569],
  "homo_ev": [-11.1452, -11.1452],
  "s_squared": 0.76,
  "multiplicity": 2,
  "e_tot_ha": -2097.724470,
  "charge": 1
}


[3]
{
  "formula": "C4H11NOS",
  "method": "ωB97M-V/def2-TZVPD",
  "species": ["H", "N", "S", "C", "H", "H", "H", "H", "H", "H", "O", "C", "H", "C", "H", "H", "H", "C"],
  "coordinates": [[0.248, -0.742, -2.626], [-0.406, -1.805, -0.367], [-0.638, 1.022, 3.241], [0.004, -0.034, 1.933], [0.938, 1.895, -1.896], [-0.936, 0.484, -2.020], [-1.390, -1.747, -0.547], [1.323, -0.690, -0.422], [0.306, 1.414, 0.390], [-1.280, 0.694, 0.342], [1.091, 1.012, -2.248], [0.252, -0.506, -0.521], [1.066, -0.232, 2.056], [-0.233, 0.470, 0.518], [0.083, -2.494, -0.913], [-0.023, 2.164, 2.900], [-0.483, -0.987, 2.103], [0.079, 0.080, -1.923]],
  "atomic_forces_ev_per_a": [[-0.352, 0.137, -0.093], [0.710, 0.611, 0.561], [-0.087, 0.194, 0.180], [0.130, 0.005, -0.192], [-0.276, -0.206, 0.109], [0.049, 0.004, -0.260], [-0.362, -0.270, -0.352], [0.107, 0.080, 0.223], [-0.020, 0.035, 0.002], [-0.385, -0.016, 0.078], [0.228, 0.365, -0.196], [-0.035, -0.388, -0.436], [0.144, 0.122, 0.181], [0.336, 0.129, 0.478], [-0.420, -0.262, -0.227], [0.053, -0.054, -0.040], [-0.190, -0.153, -0.123], [0.370, -0.332, 0.107]],
  "smiles": "N[C@@H](CO)CCS",
  "orbital_gap_ev": 9.766,
  "homo_ev": -8.9725,
  "de_lowest_kcal_mol": 22.1,
  "e_tot_ha": -687.174085
}


[4]
{
  "formula": "C5H9P",
  "method": "ωB97M-V/def2-TZVPD",
  "species": ["H", "C", "C", "H", "C", "H", "H", "P", "C", "H", "H", "H", "H", "C", "H"],
  "coordinates": [[0.588, 2.095, -0.196], [-0.519, -1.353, -0.155], [0.020, 1.095, -0.315], [2.224, 0.137, 0.978], [0.539, -0.120, -0.218], [-1.713, -0.094, 1.637], [-1.868, 1.551, -1.478], [-2.070, -0.426, 0.244], [-1.457, 1.211, -0.442], [-0.065, -2.040, 0.629], [-1.773, 2.134, 0.150], [1.920, -1.367, 0.710], [-0.482, -1.838, -1.150], [1.953, -0.521, 0.143], [2.705, -0.465, -0.537]],
  "atomic_forces_ev_per_a": [[-0.539, -1.959, -0.411], [2.480, 1.866, 0.042], [1.088, 1.690, -0.179], [0.327, 0.611, -0.336], [-0.313, -1.765, 0.372], [-0.129, -0.309, -1.056], [0.841, -1.214, 1.372], [-0.814, 0.084, 0.679], [-1.058, 1.875, -0.463], [-1.201, 0.647, -0.919], [0.037, -1.474, -0.197], [0.112, -3.090, 0.694], [-0.431, 0.010, 0.608], [-2.310, 3.174, 2.051], [1.911, -0.146, -2.257]],
  "smiles": "CC1=CCPC1",
  "orbital_gap_ev": 9.518,
  "homo_ev": -8.5318,
  "de_lowest_kcal_mol": 11.7,
  "e_tot_ha": -537.194711
}